#a
The following is a DFT calculation (the ωB97M-V functional and the def2-TZVPD basis) of C7H8N4 in the gas phase.

SMILES string: CC1(C)N=N[C@H](C#N)[C@H]1C#N
Highest occupied orbital energy in eV: -10.26

```
! wB97M-V def2-TZVPD RIJCOSX def2/J DEFGRID3
* xyz 0 1
C -0.974 1.219 -1.060
C -0.612 0.326 0.108
C -1.781 -0.438 0.849
N -0.061 1.167 1.141
N 1.125 1.013 1.304
C 1.700 -0.024 0.502
C 2.744 0.564 -0.345
N 3.588 1.033 -0.953
C 0.532 -0.647 -0.326
C 0.197 -1.975 -0.017
N -0.159 -3.038 0.210
H -1.689 2.042 -0.774
H -1.509 0.513 -1.906
H 0.071 1.594 -1.559
H -2.528 0.318 1.187
H -1.518 -1.152 1.687
H -2.288 -1.157 0.060
H 2.264 -0.732 1.204
H 0.900 -0.627 -1.311
*
```

***

#b
The following is a DFT calculation (the ωB97M-V functional and the def2-TZVPD basis) of C7H8N4 in the gas phase.

SMILES string: CCN(C#N)c1ncccn1
Highest occupied orbital energy in eV: -9.23

```
! wB97M-V def2-TZVPD RIJCOSX def2/J DEFGRID3
* xyz 0 1
C -2.777 -0.852 0.239
C -1.861 0.269 0.619
N -0.535 -0.265 0.770
C -0.414 -1.283 1.595
N -0.314 -2.155 2.323
C 0.606 0.169 0.046
N 1.682 -0.651 0.073
C 2.808 -0.221 -0.497
C 2.867 0.990 -1.147
C 1.693 1.733 -1.172
N 0.539 1.342 -0.620
H -2.696 -1.717 1.039
H -3.845 -0.485 0.006
H -2.488 -1.318 -0.634
H -1.815 0.938 -0.133
H -2.304 0.646 1.523
H 3.570 -1.009 -0.437
H 3.694 1.275 -1.687
H 1.591 2.594 -1.906
*
```

***

Which of them is the most stable, and which is the least stable? #b and #a, in that order.

***

#a
The following is a DFT calculation (the ωB97M-V functional and the def2-TZVPD basis) of C5H7NO3 in the gas phase.

SMILES string: C=C(CC(N)=O)C(=O)O
Highest occupied orbital energy in eV: -8.97

```
! wB97M-V def2-TZVPD RIJCOSX def2/J DEFGRID3
* xyz 0 1
C 0.262 1.381 0.634
C 0.716 0.134 0.331
C -0.011 -1.093 0.635
C -1.294 -0.474 -0.394
N -2.432 -0.246 0.330
O -1.232 -0.519 -1.588
C 1.799 -0.032 -0.700
O 2.327 -1.085 -0.950
O 2.211 1.128 -1.241
H 0.746 2.256 0.236
H -0.419 1.547 1.454
H -0.398 -1.154 1.648
H 0.444 -1.978 0.202
H -3.272 -0.648 -0.066
H -2.381 -0.154 1.329
H 2.934 0.937 -1.858
*
```

***

#b
The following is a DFT calculation (the ωB97M-V functional and the def2-TZVPD basis) of 2 unconnected molecules or ions with the total composition C5H7NO3.

SMILES string: CC1=C([O-])C[NH2+]1.O=C=O
Highest occupied orbital energy in eV: -7.36

```
! wB97M-V def2-TZVPD RIJCOSX def2/J DEFGRID3
* xyz 0 1
C 0.450 1.406 1.206
C 0.618 0.082 0.610
C 0.249 -1.241 0.830
O -0.297 -1.995 1.675
C 0.535 -1.630 -0.709
N 0.976 -0.227 -0.764
H -0.370 1.919 0.806
H 1.280 1.994 0.999
H 0.455 1.308 2.345
H 1.287 -2.396 -0.881
H -0.471 -1.710 -1.236
H 2.059 0.034 -1.032
H 0.291 0.289 -1.483
O -1.661 1.017 -1.651
C -2.342 0.711 -0.772
O -3.059 0.440 0.059
*
```

***

Which of them is the most stable, and which is the least stable? #a and #b, in that order.

***

#a
The following is a DFT calculation (the ωB97M-V functional and the def2-TZVPD basis) of a gas-phase ion, C6H13N4 (charge +1).

SMILES string: NC1=NN[C@@H]2CCC[NH2+][C@H]12
Highest occupied orbital energy in eV: -12.44

```
! wB97M-V def2-TZVPD RIJCOSX def2/J DEFGRID3
* xyz 1 1
N 2.922 -1.064 -0.026
C 1.995 -0.095 -0.035
N 1.973 0.973 0.625
N 0.698 1.616 0.489
C 0.035 1.084 -0.649
C -1.527 1.094 -0.457
C -1.977 0.292 0.680
C -1.590 -1.093 0.319
N -0.085 -1.128 0.332
C 0.515 -0.356 -0.744
H 2.931 -1.517 -0.891
H 3.838 -0.628 0.272
H 0.940 2.562 0.463
H 0.265 1.602 -1.580
H -1.996 0.773 -1.313
H -1.658 2.132 -0.353
H -1.595 0.607 1.688
H -3.025 0.256 0.734
H -1.928 -1.893 1.132
H -1.824 -1.450 -0.579
H 0.232 -0.772 1.293
H 0.408 -2.134 0.221
H 0.455 -0.861 -1.622
*
```

***

#b
The following is a DFT calculation (the ωB97M-V functional and the def2-TZVPD basis) of 2 unconnected molecules or ions with the total composition C6H13N4.

Highest occupied orbital energy in eV: -12.16

```
! wB97M-V def2-TZVPD RIJCOSX def2/J DEFGRID3
* xyz 1 1
C 3.877 -0.570 -0.411
C -1.795 -0.723 1.121
C -2.130 1.127 -0.660
C -3.711 -0.722 -0.461
C 3.695 1.639 0.344
C -2.549 -0.172 -0.030
N 3.241 -1.796 -0.543
N 1.028 -1.795 0.047
N 2.098 -1.818 -0.279
N 3.227 0.322 0.192
H 4.824 -0.695 -0.988
H -2.419 -1.342 1.671
H -1.513 0.183 1.591
H -0.876 -1.094 0.714
H -2.188 1.258 -1.708
H -2.826 1.801 -0.166
H -1.141 1.455 -0.159
H -3.584 -1.635 -1.058
H -4.561 -0.082 -0.998
H -4.221 -1.234 0.365
H 4.282 1.848 -0.488
H 2.874 2.277 0.555
H 4.369 1.769 1.347
*
```

***

Which of them is the most stable, and which is the least stable? #a and #b, in that order.

***

#a
The following is a DFT calculation (the ωB97M-V functional and the def2-TZVPD basis) of 2 unconnected molecules or ions with the total composition CH2BrNO3.

SMILES string: O=NBr.O=CO
Highest occupied orbital energy in eV: -9.94

```
! wB97M-V def2-TZVPD RIJCOSX def2/J DEFGRID3
* xyz 0 1
O -0.112 -0.879 2.088
N -0.525 0.057 1.532
Br 0.309 1.796 2.283
O -1.187 -1.014 -1.224
C -0.161 -0.421 -1.418
O 0.437 0.010 -0.321
H 0.104 -0.247 -2.464
H 1.134 0.697 -0.476
*
```

***

#b
The following is a DFT calculation (the ωB97M-V functional and the def2-TZVPD basis) of a molecular structure, CH2BrNO3.

Highest occupied orbital energy in eV: -10.46

```
! wB97M-V def2-TZVPD RIJCOSX def2/J DEFGRID3
* xyz 0 1
C 1.115 -0.217 0.465
N -1.448 0.528 -0.776
O -0.086 0.590 0.311
O -1.130 -0.127 -1.688
O -2.431 1.135 -0.508
Br 0.686 -1.722 1.656
H 1.502 -0.628 -0.462
H 1.792 0.442 1.001
*
```

***

Which of them is the most stable, and which is the least stable? #a and #b, in that order.

***

#a
The following is a DFT calculation (the ωB97M-V functional and the def2-TZVPD basis) of a molecular structure, C3H12AgClN4O3.

Highest occupied orbital energy (alpha / beta) in eV: -11.89 / -11.89

```
! wB97M-V def2-TZVPD RIJCOSX def2/J DEFGRID3
* xyz 1 2
Ag -1.886 -2.983 1.080
Cl -0.797 -0.718 1.467
C -1.795 0.741 5.009
O -1.809 1.290 3.716
H -2.337 1.418 5.675
H -2.268 -0.242 5.070
H -0.798 0.716 5.469
H -1.404 0.649 3.117
C 3.062 -0.606 -1.323
O 3.826 0.210 -0.860
N 1.758 -0.694 -0.799
N 3.309 -1.367 -2.419
H 1.122 -1.351 -1.238
H 1.603 -0.255 0.103
H 2.665 -2.055 -2.766
H 4.202 -1.263 -2.870
C -1.170 0.312 -2.271
O -1.308 -0.880 -2.085
N -1.675 1.026 -3.300
N -0.353 1.020 -1.365
H -2.106 0.517 -4.053
H -1.445 1.997 -3.413
H -0.261 0.517 -0.488
H -0.137 2.002 -1.455
*
```

***

#b
The following is a DFT calculation (the ωB97M-V functional and the def2-TZVPD basis) of a molecular structure, C3H12AgClN4O3.

Highest occupied orbital energy (alpha / beta) in eV: -11.87 / -11.86

```
! wB97M-V def2-TZVPD RIJCOSX def2/J DEFGRID3
* xyz 1 2
Ag 2.584 -3.597 -1.907
Cl 0.715 -2.068 -0.906
C 0.218 0.483 -4.053
O 0.564 0.994 -2.804
H 1.062 0.423 -4.740
H -0.498 -0.338 -4.070
H -0.418 1.283 -4.438
H 0.535 0.274 -2.170
C 1.497 2.279 0.555
O 2.482 1.932 1.160
N 1.116 3.520 0.481
N 0.814 1.441 -0.196
H 0.238 3.798 0.068
H 1.714 4.204 0.921
H 0.836 0.450 0.014
H 0.133 1.800 -0.852
C -1.344 -2.517 2.817
O -0.562 -3.418 2.763
N -2.189 -2.400 3.805
N -1.386 -1.412 2.044
H -2.116 -3.133 4.494
H -2.843 -1.634 3.843
H -2.250 -0.892 2.011
H -0.901 -1.471 1.161
*
```

***

Which of them is the most stable, and which is the least stable? #a and #b, in that order.

***

#a
The following is a DFT calculation (the ωB97M-V functional and the def2-TZVPD basis) of a molecular structure, AgH12O6.

Highest occupied orbital energy in eV: -13.22

```
! wB97M-V def2-TZVPD RIJCOSX def2/J DEFGRID3
* xyz 1 1
Ag -2.473 -20.757 3.335
O -2.265 -19.885 0.795
H -1.523 -20.129 0.220
H -2.395 -18.914 0.723
O -4.331 -19.286 3.181
H -4.056 -18.520 3.669
H -5.241 -19.503 3.419
O -3.456 -22.330 1.646
H -2.975 -22.421 0.799
H -3.194 -23.106 2.127
O -0.570 -19.032 3.197
H 0.130 -19.245 2.615
H -0.126 -18.993 4.052
O -4.250 -22.061 4.493
H -4.464 -22.019 5.442
H -5.069 -22.416 4.085
O -0.467 -22.046 3.516
H -0.583 -22.797 2.949
H -0.520 -22.332 4.432
*
```

***

#b
The following is a DFT calculation (the ωB97M-V functional and the def2-TZVPD basis) of a molecular structure, AgH12O6.

Highest occupied orbital energy in eV: -13.59

```
! wB97M-V def2-TZVPD RIJCOSX def2/J DEFGRID3
* xyz 1 1
Ag -0.119 0.064 0.102
O 2.022 1.095 -0.658
H 2.549 0.339 -0.599
H 2.625 1.789 -0.330
O 0.925 0.966 2.179
H 1.654 1.504 1.929
H 1.506 0.295 2.499
O 1.832 -1.487 0.025
H 1.576 -1.723 -0.863
H 2.372 -2.170 0.372
O -1.654 -1.751 -0.349
H -1.498 -2.522 -0.901
H -2.441 -1.281 -0.635
O -1.880 0.889 1.540
H -2.548 0.580 2.090
H -2.332 1.533 0.960
O -1.277 0.664 -2.184
H -2.083 0.161 -2.150
H -1.229 1.055 -3.028
*
```

***

Which of them is the most stable, and which is the least stable? #a and #b, in that order.

***

#a
The following is a DFT calculation (the ωB97M-V functional and the def2-TZVPD basis) of 2 unconnected molecules or ions with the total composition C7H15NO2.

SMILES string: CC(=O)C(C)=O.CC(C)N
Highest occupied orbital energy in eV: -8.61

```
! wB97M-V def2-TZVPD RIJCOSX def2/J DEFGRID3
* xyz 0 1
C 1.968 1.991 0.326
C 1.763 0.636 -0.278
O 1.781 0.382 -1.458
C 1.270 -0.546 0.859
C 1.592 -1.914 0.322
O 1.295 -0.255 2.040
H 1.567 2.761 -0.332
H 1.466 2.080 1.286
H 3.037 2.140 0.486
H 2.674 -2.052 0.317
H 1.156 -2.679 0.962
H 1.248 -2.004 -0.706
C -2.147 -1.092 0.467
C -1.299 -0.090 -0.292
C -1.811 1.333 -0.146
N -1.163 -0.441 -1.670
H -2.167 -0.838 1.524
H -1.771 -2.107 0.348
H -3.162 -1.080 0.068
H -0.125 0.061 0.144
H -1.768 1.629 0.901
H -2.827 1.404 -0.533
H -1.187 2.024 -0.712
H -0.420 0.084 -2.120
H -0.971 -1.427 -1.804
*
```

***

#b
The following is a DFT calculation (the ωB97M-V functional and the def2-TZVPD basis) of 2 unconnected molecules or ions with the total composition C7H15NO2.

SMILES string: C=C(C)C(=O)O.CCNC
Highest occupied orbital energy in eV: -8.57

```
! wB97M-V def2-TZVPD RIJCOSX def2/J DEFGRID3
* xyz 0 1
C -0.531 -2.877 1.693
C -0.157 -1.602 1.799
C -0.989 -0.547 2.458
C 1.220 -1.188 1.428
O 1.612 -0.043 1.427
O 2.001 -2.186 0.977
H -1.539 -3.167 1.950
H 0.108 -3.609 1.226
H -1.265 0.218 1.733
H -0.453 -0.039 3.260
H -1.940 -0.947 2.801
H 2.854 -1.823 0.690
C -0.854 2.855 -1.113
C -0.740 1.335 -1.026
N 0.642 1.154 -1.565
C 0.811 0.277 -2.711
H -1.867 3.253 -1.089
H -0.143 2.767 -2.135
H -0.356 3.408 -0.316
H -0.824 0.985 0.004
H -1.448 0.801 -1.669
H 1.236 0.808 -0.813
H 0.329 0.767 -3.558
H 0.414 -0.730 -2.572
H 1.881 0.131 -2.880
*
```

***

Which of them is the most stable, and which is the least stable? #a and #b, in that order.

***

#a
The following is a DFT calculation (the ωB97M-V functional and the def2-TZVPD basis) of a molecular structure, C7H15NO2.

Highest occupied orbital energy in eV: -7.92

```
! wB97M-V def2-TZVPD RIJCOSX def2/J DEFGRID3
* xyz 0 1
C 0.037 1.739 0.193
C 0.168 0.149 -2.090
C -1.089 2.328 1.014
C -0.753 0.251 -0.895
O -1.947 0.418 -1.064
H 0.174 2.309 -0.729
H 1.011 1.844 0.673
H -0.098 -0.722 -2.691
H 0.046 1.045 -2.694
H 1.219 0.116 -1.816
H -1.277 1.743 1.915
H -2.018 2.341 0.440
H -0.885 3.360 1.312
C -0.579 -2.395 -0.083
C 1.933 -0.890 0.670
N -0.580 -0.987 0.354
C 0.575 -0.429 1.139
O 0.367 -0.150 2.306
H -1.395 -0.781 0.931
H -1.576 -2.655 -0.435
H -0.299 -3.066 0.728
H 0.129 -2.513 -0.901
H 2.089 -1.923 0.994
H 2.685 -0.255 1.133
H 2.062 -0.879 -0.407
*
```

***

#b
The following is a DFT calculation (the ωB97M-V functional and the def2-TZVPD basis) of 2 unconnected molecules or ions with the total composition C7H15NO2.

Highest occupied orbital energy in eV: -7.27

```
! wB97M-V def2-TZVPD RIJCOSX def2/J DEFGRID3
* xyz 0 1
C -1.669 0.028 -0.280
C -2.650 -1.114 -0.457
C 0.140 -0.560 0.953
C 0.114 -0.337 2.300
H -1.958 0.547 0.638
H -1.872 0.809 -1.021
H 0.093 -1.583 0.598
H -2.591 -1.839 0.361
H -2.473 -1.633 -1.406
H -3.695 -0.783 -0.452
H 0.150 0.655 2.732
H -0.298 -1.116 2.927
C 1.040 1.683 0.345
C 2.443 -0.299 0.036
N 1.034 0.223 0.042
C 0.159 -0.091 -1.433
O 0.184 1.028 -2.190
O 0.306 -1.193 -1.905
H 0.158 0.729 -3.114
H 2.849 -0.198 1.039
H 1.328 1.838 1.381
H 1.706 2.200 -0.342
H 0.041 2.080 0.187
H 3.037 0.271 -0.679
H 2.423 -1.346 -0.261
*
```

***

Which of them is the most stable, and which is the least stable? #a and #b, in that order.